The following is a DFT calculation (ωB97M-V with the def2-TZVPD basis set) of a 10-piece molecular cluster, C30H80O30S10 overall.

SMILES string: CCOS(C)(=O)=O.CCOS(C)(=O)=O.CCOS(C)(=O)=O.CCOS(C)(=O)=O.CCOS(C)(=O)=O.CCOS(C)(=O)=O.CCOS(C)(=O)=O.CCOS(C)(=O)=O.CCOS(C)(=O)=O.CCOS(C)(=O)=O
HOMO energy, eV: -10.65

Each atom is followed by the atoms it is bonded to, with distances in Å.
Positions of all 150 atoms, in Å:
1 C -0.50175 27.29550 16.54630  C2 1.518, H8 1.091, H9 1.085, H10 1.094
2 C -0.84374 28.67642 17.07673  C1 1.518, O3 1.442, H11 1.091, H12 1.091
3 O -0.93935 29.50733 15.90263  C2 1.442, S4 1.638
4 S -1.03117 31.13377 16.06990  O3 1.638, C5 1.834, O6 1.434, O7 1.439
5 C -2.65924 31.26929 16.90379  S4 1.834, H13 1.088, H14 1.082, H15 1.088
6 O 0.01790 31.51032 16.97250  S4 1.434
7 O -1.04880 31.67098 14.73506  S4 1.439
8 H -0.92459 26.53326 17.20263  C1 1.091
9 H 0.54332 27.15303 16.29029  C1 1.085
10 H -1.07697 27.13398 15.63002  C1 1.094
11 H -1.78610 28.69532 17.62656  C2 1.091
12 H -0.08225 29.04530 17.76608  C2 1.091
13 H -2.64686 32.25147 17.37224  C5 1.088
14 H -2.81337 30.46574 17.61254  C5 1.082
15 H -3.37004 31.29010 16.08071  C5 1.088
16 C 8.69496 28.45600 8.48481  C17 1.526, H23 1.089, H24 1.093, H25 1.089
17 C 8.06126 29.05672 9.73590  C16 1.526, O18 1.410, H26 1.090, H27 1.097
18 O 8.28437 28.19536 10.82905  C17 1.410, S19 1.613
19 S 7.98477 28.68249 12.33708  O18 1.613, C20 1.821, O21 1.435, O22 1.444
20 C 6.18632 28.94647 12.22151  S19 1.821, H28 1.089, H29 1.083, H30 1.084
21 O 8.33615 27.59781 13.20825  S19 1.435
22 O 8.58147 29.98570 12.50998  S19 1.444
23 H 8.34661 28.95524 7.58161  C16 1.089
24 H 8.33788 27.43358 8.33657  C16 1.093
25 H 9.78117 28.43452 8.55719  C16 1.089
26 H 8.38020 30.08860 9.88137  C17 1.090
27 H 7.00074 29.16713 9.47985  C17 1.097
28 H 5.82491 27.94239 12.00551  C20 1.089
29 H 6.04866 29.59423 11.36404  C20 1.083
30 H 5.92111 29.30406 13.21025  C20 1.084
31 C 2.72359 27.78978 13.64617  C32 1.521, H38 1.089, H39 1.094, H40 1.088
32 C 2.07733 29.15350 13.45352  C31 1.521, O33 1.455, H41 1.088, H42 1.090
33 O 1.57443 29.12298 12.08879  C32 1.455, S34 1.616
34 S 2.20622 30.13096 10.99457  O33 1.616, C35 1.834, O36 1.460, O37 1.441
35 C 1.52457 31.75083 11.51997  S34 1.834, H43 1.089, H44 1.088, H45 1.085
36 O 3.65758 30.20483 11.13204  S34 1.460
37 O 1.70640 29.86253 9.67007  S34 1.441
38 H 1.97685 27.01326 13.48558  C31 1.089
39 H 3.11138 27.63390 14.65666  C31 1.094
40 H 3.61586 27.68664 13.03168  C31 1.088
41 H 1.22404 29.31568 14.10823  C32 1.088
42 H 2.80004 29.95456 13.60995  C32 1.090
43 H 2.16920 32.03391 12.35043  C35 1.089
44 H 0.51617 31.58823 11.89599  C35 1.088
45 H 1.57278 32.47272 10.71102  C35 1.085
46 C 2.82788 25.24458 16.83337  C47 1.515, H53 1.094, H54 1.089, H55 1.088
47 C 3.72213 25.03222 18.03813  C46 1.515, O48 1.444, H56 1.092, H57 1.089
48 O 2.83519 24.94228 19.17358  C47 1.444, S49 1.598
49 S 3.44226 25.27094 20.61496  O48 1.598, C50 1.784, O51 1.436, O52 1.432
50 C 3.13022 27.02735 20.60813  S49 1.784, H58 1.087, H59 1.090, H60 1.087
51 O 2.60763 24.58294 21.55907  S49 1.436
52 O 4.86328 25.09746 20.60006  S49 1.432
53 H 2.31356 26.19231 17.01656  C46 1.094
54 H 2.07949 24.45537 16.78860  C46 1.089
55 H 3.32172 25.37392 15.87229  C46 1.088
56 H 4.31623 24.12376 17.92092  C47 1.092
57 H 4.46323 25.80820 18.22611  C47 1.089
58 H 3.57472 27.46758 21.49765  C50 1.087
59 H 2.04935 27.13258 20.70215  C50 1.090
60 H 3.47296 27.41930 19.65426  C50 1.087
61 C 7.52839 33.62334 11.02253  C62 1.525, H68 1.094, H69 1.090, H70 1.095
62 C 6.33512 32.79551 10.55779  C61 1.525, O63 1.411, H71 1.095, H72 1.087
63 O 6.66377 31.85958 9.55371  C62 1.411, S64 1.651
64 S 6.11010 32.16568 8.02856  O63 1.651, C65 1.789, O66 1.451, O67 1.435
65 C 4.41077 31.65639 8.25750  S64 1.789, H73 1.086, H74 1.087, H75 1.089
66 O 6.19015 33.59689 7.80526  S64 1.451
67 O 6.76624 31.20774 7.18583  S64 1.435
68 H 8.30783 32.97741 11.43623  C61 1.094
69 H 7.37769 34.36951 11.80328  C61 1.090
70 H 8.02504 34.15207 10.20200  C61 1.095
71 H 6.12739 32.26013 11.48999  C62 1.095
72 H 5.45696 33.38603 10.30870  C62 1.087
73 H 4.40753 30.60165 8.51663  C65 1.086
74 H 3.82814 31.86553 7.36400  C65 1.087
75 H 4.05703 32.25623 9.09514  C65 1.089
76 C 2.08704 29.34432 6.15283  C77 1.515, H83 1.090, H84 1.094, H85 1.087
77 C 1.67775 28.27245 5.16320  C76 1.515, O78 1.428, H86 1.092, H87 1.092
78 O 2.84132 27.78739 4.49171  C77 1.428, S79 1.630
79 S 2.69438 26.39033 3.66534  O78 1.630, C80 1.812, O81 1.439, O82 1.447
80 C 1.60801 26.87410 2.29810  S79 1.812, H88 1.087, H89 1.087, H90 1.093
81 O 4.01764 26.17826 3.14185  S79 1.439
82 O 1.96117 25.44203 4.47653  S79 1.447
83 H 1.27976 29.60546 6.83742  C76 1.090
84 H 2.18231 30.24522 5.53986  C76 1.094
85 H 2.96340 29.09989 6.74737  C76 1.087
86 H 1.16872 27.46469 5.69374  C77 1.092
87 H 0.96290 28.70631 4.46137  C77 1.092
88 H 1.18969 25.99334 1.81790  C80 1.087
89 H 2.17357 27.59330 1.71153  C80 1.087
90 H 0.71347 27.39800 2.64314  C80 1.093
91 C -0.70235 26.63200 12.10236  C92 1.509, H98 1.089, H99 1.090, H100 1.095
92 C -0.19367 26.56758 10.68263  C91 1.509, O93 1.425, H101 1.092, H102 1.093
93 O -0.81515 25.51375 9.95136  C92 1.425, S94 1.626
94 S -0.17385 25.01388 8.54328  O93 1.626, C95 1.800, O96 1.439, O97 1.448
95 C -1.33156 23.67118 8.23159  S94 1.800, H103 1.086, H104 1.085, H105 1.087
96 O -0.42007 26.06227 7.58928  S94 1.439
97 O 1.17214 24.55800 8.82291  S94 1.448
98 H -0.25485 27.46290 12.64645  C91 1.089
99 H -0.59411 25.73119 12.70665  C91 1.090
100 H -1.77132 26.86786 12.12287  C91 1.095
101 H -0.37546 27.51215 10.16648  C92 1.092
102 H 0.88785 26.41872 10.73329  C92 1.093
103 H -2.27183 24.20383 8.12289  C95 1.086
104 H -1.27773 22.98305 9.06891  C95 1.085
105 H -0.99689 23.21634 7.30267  C95 1.087
106 C -1.54801 32.51956 8.94053  C107 1.512, H113 1.089, H114 1.087, H115 1.094
107 C -1.44768 31.12699 8.35976  C106 1.512, O108 1.453, H116 1.087, H117 1.093
108 O -2.56478 31.00588 7.43923  C107 1.453, S109 1.635
109 S -2.63476 29.69566 6.46435  O108 1.635, C110 1.783, O111 1.446, O112 1.445
110 C -3.08955 28.45501 7.66126  S109 1.783, H118 1.086, H119 1.090, H120 1.087
111 O -3.73423 29.86317 5.54067  S109 1.446
112 O -1.30979 29.41394 5.96036  S109 1.445
113 H -0.64329 32.75844 9.49829  C106 1.089
114 H -2.45331 32.71820 9.50915  C106 1.087
115 H -1.57216 33.20479 8.08824  C106 1.094
116 H -0.50546 30.96327 7.84333  C107 1.087
117 H -1.63048 30.42384 9.17588  C107 1.093
118 H -2.19142 28.25247 8.23722  C110 1.086
119 H -3.38777 27.58337 7.07866  C110 1.090
120 H -4.00428 28.79974 8.13677  C110 1.087
121 C 5.36962 38.17852 11.12266  C122 1.514, H128 1.093, H129 1.090, H130 1.087
122 C 5.25901 36.79035 10.52909  C121 1.514, O123 1.468, H131 1.090, H132 1.089
123 O 4.97386 35.81565 11.58911  C122 1.468, S124 1.627
124 S 3.50796 35.11031 11.55414  O123 1.627, C125 1.809, O126 1.424, O127 1.438
125 C 2.48468 36.52958 12.01406  S124 1.809, H133 1.085, H134 1.084, H135 1.090
126 O 3.25422 34.60009 10.24871  S124 1.424
127 O 3.36816 34.24470 12.69419  S124 1.438
128 H 5.30349 38.93560 10.33649  C121 1.093
129 H 6.37566 38.32547 11.51544  C121 1.090
130 H 4.62669 38.43037 11.87460  C121 1.087
131 H 4.50495 36.61099 9.76277  C122 1.090
132 H 6.22397 36.45638 10.15151  C122 1.089
133 H 2.70220 37.40616 11.41243  C125 1.085
134 H 2.65275 36.61288 13.08198  C125 1.084
135 H 1.46343 36.21358 11.80024  C125 1.090
136 C 7.45468 25.02928 18.58468  C137 1.525, H143 1.091, H144 1.090, H145 1.086
137 C 7.10662 26.49902 18.37438  C136 1.525, O138 1.444, H146 1.088, H147 1.093
138 O 6.73485 26.60610 16.98366  C137 1.444, S139 1.613
139 S 5.97149 27.90961 16.41666  O138 1.613, C140 1.810, O141 1.438, O142 1.451
140 C 7.37334 29.05422 16.42542  S139 1.810, H148 1.090, H149 1.087, H150 1.087
141 O 5.61819 27.58046 15.06225  S139 1.438
142 O 4.98650 28.29720 17.40850  S139 1.451
143 H 8.12216 24.73530 17.77310  C136 1.091
144 H 6.55819 24.43300 18.41483  C136 1.090
145 H 7.91476 24.86121 19.55367  C136 1.086
146 H 6.29169 26.84780 19.00478  C137 1.088
147 H 8.04186 27.03615 18.54994  C137 1.093
148 H 8.15183 28.63043 15.79176  C140 1.090
149 H 7.79190 29.09347 17.42834  C140 1.087
150 H 7.00300 30.00054 16.03982  C140 1.087